# 1
The following is a DFT calculation (ωB97M-V/def2-TZVPD) of a molecular structure, C27H30N6O3 in a non-equilibrium geometry.

Geometry as XYZ:
```
66
Properties=species:S:1:pos:R:3
C 1.00 5.90 1.95
H 0.88 6.86 2.31
H 0.52 5.23 2.35
H 2.06 5.65 2.00
C 0.66 5.73 0.22
C 0.89 4.49 -0.19
C -0.12 3.47 -0.18
C 0.25 2.36 -0.99
C 1.53 2.09 -1.38
C 2.61 3.00 -1.18
C 2.19 4.48 -0.63
H 2.90 5.13 -0.67
H 3.60 2.65 -1.60
N 1.89 0.92 -1.77
C 0.97 -0.23 -2.03
O 1.29 -1.32 -2.25
C -0.33 -0.10 -1.37
C -0.73 1.23 -0.89
H -1.60 1.60 -0.71
C -1.35 -1.06 -1.27
N -1.40 -1.80 -0.19
C -0.22 -2.31 0.43
C 0.99 -1.35 0.72
N 0.81 -0.28 1.49
N 2.09 0.35 1.19
N 3.04 -0.56 0.89
N 2.33 -1.83 0.40
C 3.00 -2.58 -0.31
H 2.27 -2.99 -1.05
C 3.11 -4.00 0.72
H 2.36 -3.81 1.42
H 2.87 -4.90 -0.05
C 4.55 -3.89 1.17
C 5.26 -3.61 -0.12
C 4.37 -2.44 -0.67
H 4.55 -2.08 -1.72
H 4.69 -1.41 -0.39
H 6.29 -3.11 0.40
H 5.34 -4.27 -0.78
H 4.74 -4.77 1.62
H 4.71 -3.26 2.09
H -0.43 -3.01 1.35
H 0.15 -3.04 -0.55
C -2.02 -1.18 1.01
C -3.51 -0.65 0.60
C -3.76 0.48 0.95
C -5.17 0.77 0.75
C -5.91 -0.25 0.19
C -5.51 -1.28 -0.24
C -4.36 -1.63 0.17
H -3.81 -2.63 -0.15
O -6.50 -2.10 -0.72
C -7.49 -1.27 -0.81
O -7.30 -0.14 -0.10
H -7.91 -1.30 -1.63
H -8.43 -1.69 0.11
H -5.67 1.79 0.86
H -3.36 1.30 1.45
H -1.91 -1.57 1.89
H -1.27 -0.13 1.51
H -2.27 -0.84 -1.68
H -0.97 -1.85 -2.04
H 2.86 0.65 -2.17
H -1.19 3.77 0.08
H -0.40 6.04 0.27
H 1.26 6.61 -0.08
```

The multiplicity is 1. For the HOMO energy, the calculation gives -7.829 eV. The value obtained for the energy above the lowest of the compared OMol25 structures with the same formula, charge and spin is 25.942 eV. Its charge is 0.

And the Mulliken charges, in e, turn out to be: number 1, C, carries -1.40; number 2, H, carries 0.43; number 3, H, carries 0.55; number 4, H, carries 0.34; number 5, C, carries -1.13; number 6, C, carries 1.27; number 7, C, carries -1.20; number 8, C, carries 0.75; number 9, C, carries 0.33; number 10, C, carries -0.65; number 11, C, carries -1.34; number 12, H, carries 0.66; number 13, H, carries 0.26; number 14, N, carries 0.13; number 15, C, carries -0.30; number 16, O, carries -0.53; number 17, C, carries 1.47; number 18, C, carries -1.42; number 19, H, carries 1.31; number 20, C, carries -2.17; number 21, N, carries 0.38; number 22, C, carries -0.65; number 23, C, carries -0.03; number 24, N, carries -0.36; number 25, N, carries -0.45; number 26, N, carries -0.40; number 27, N, carries 0.65; number 28, C, carries 0.57; number 29, H, carries 0.46; number 30, C, carries -0.87; number 31, H, carries 0.56; number 32, H, carries 0.26; number 33, C, carries -0.93; number 34, C, carries -0.66; number 35, C, carries -1.48; number 36, H, carries 0.43; number 37, H, carries 0.44; number 38, H, carries 0.23; number 39, H, carries 0.55; number 40, H, carries 0.58; number 41, H, carries 0.27; number 42, H, carries 0.40; number 43, H, carries 0.18; number 44, C, carries -1.51; number 45, C, carries 0.51; number 46, C, carries -0.06; number 47, C, carries -1.14; number 48, C, carries 0.18; number 49, C, carries 0.88; number 50, C, carries -0.84; number 51, H, carries 0.24; number 52, O, carries -0.38; number 53, C, carries -0.67; number 54, O, carries -0.40; number 55, H, carries 0.52; number 56, H, carries 0.18; number 57, H, carries 0.31; number 58, H, carries 0.69; number 59, H, carries 1.24; number 60, H, carries 0.23; number 61, H, carries 0.81; number 62, H, carries 0.41; number 63, H, carries 0.37; number 64, H, carries 0.27; number 65, H, carries 0.35; number 66, H, carries 0.35

# 2
The following is a DFT calculation (ωB97M-V/def2-TZVPD) of C27H30N6O4 in the gas phase in a non-equilibrium geometry.

Geometry as XYZ:
```
67
Properties=species:S:1:pos:R:3
C -7.64 -2.63 -2.29
C -6.60 -2.34 -1.25
C -6.02 -1.09 -1.17
C -5.03 -0.82 -0.23
C -4.65 -1.81 0.67
C -5.23 -3.07 0.61
C -6.20 -3.32 -0.36
H -6.65 -4.31 -0.40
C -4.85 -4.15 1.59
H -3.95 -3.87 2.14
H -5.66 -4.31 2.29
H -4.66 -5.08 1.07
H -3.92 -1.61 1.44
C -4.45 0.55 -0.20
O -5.10 1.54 -0.53
N -3.17 0.63 0.21
H -2.66 -0.21 0.43
C -2.45 1.90 0.26
C -0.97 1.64 0.23
C -0.17 2.16 -0.76
C 1.20 1.94 -0.78
C 1.82 1.10 0.17
N 3.13 0.74 0.10
C 3.89 0.33 1.27
H 3.39 0.68 2.17
C 5.29 0.96 1.19
N 5.96 0.58 -0.03
C 6.72 -0.56 -0.03
N 6.89 -1.15 1.15
C 7.68 -2.21 1.23
C 8.33 -2.77 0.15
C 8.16 -2.16 -1.08
C 7.35 -1.05 -1.19
H 7.23 -0.56 -2.14
H 8.66 -2.55 -1.96
H 8.96 -3.64 0.27
H 7.77 -2.63 2.23
C 5.20 1.01 -1.18
H 5.69 0.74 -2.11
H 5.10 2.10 -1.15
C 3.80 0.38 -1.13
H 3.21 0.66 -2.00
H 3.92 -0.72 -1.15
H 5.89 0.62 2.03
H 5.19 2.05 1.20
H 3.99 -0.77 1.31
C 0.99 0.61 1.20
C -0.36 0.88 1.23
H -0.95 0.48 2.04
H 1.41 -0.02 1.96
N 1.94 2.72 -1.73
O 1.39 3.02 -2.77
O 3.06 3.08 -1.42
H -0.59 2.80 -1.53
H -2.74 2.46 -0.63
C -2.86 2.71 1.52
C -3.31 4.13 1.17
O -2.77 5.11 1.61
N -4.36 4.16 0.33
H -4.73 5.05 0.04
H -4.78 3.31 -0.02
H -2.03 2.78 2.22
H -3.70 2.21 2.01
H -6.32 -0.30 -1.84
H -7.16 -2.84 -3.25
H -8.29 -1.77 -2.43
H -8.24 -3.49 -2.02
```

The multiplicity is 1. For the HOMO energy, the calculation gives -7.844 eV. The SMILES is Cc1cc(C)cc(C(=O)N[C@@H](CC(N)=O)c2ccc(N3CCN(c4ccccn4)CC3)c([N+](=O)[O-])c2)c1. The value obtained for the energy above the lowest of the compared OMol25 structures with the same formula, charge and spin is 2.046 eV. Its charge is 0.

And the Mulliken charges, in e, turn out to be: number 1, C, carries -1.47; number 2, C, carries 0.97; number 3, C, carries -0.93; number 4, C, carries 0.73; number 5, C, carries -1.00; number 6, C, carries 0.62; number 7, C, carries -0.72; number 8, H, carries 0.40; number 9, C, carries -1.53; number 10, H, carries 0.36; number 11, H, carries 0.32; number 12, H, carries 0.36; number 13, H, carries 0.48; number 14, C, carries 0.43; number 15, O, carries -0.79; number 16, N, carries -0.07; number 17, H, carries 0.30; number 18, C, carries -0.31; number 19, C, carries -0.15; number 20, C, carries -0.84; number 21, C, carries -0.20; number 22, C, carries 0.98; number 23, N, carries 0.29; number 24, C, carries -0.85; number 25, H, carries 0.62; number 26, C, carries -1.24; number 27, N, carries 0.08; number 28, C, carries 0.87; number 29, N, carries -0.34; number 30, C, carries -0.46; number 31, C, carries -0.44; number 32, C, carries -0.58; number 33, C, carries -0.45; number 34, H, carries 0.30; number 35, H, carries 0.40; number 36, H, carries 0.38; number 37, H, carries 0.38; number 38, C, carries -0.89; number 39, H, carries 0.24; number 40, H, carries 0.49; number 41, C, carries -0.85; number 42, H, carries 0.52; number 43, H, carries 0.38; number 44, H, carries 0.50; number 45, H, carries 0.39; number 46, H, carries 0.35; number 47, C, carries -0.83; number 48, C, carries -0.69; number 49, H, carries 0.45; number 50, H, carries 0.47; number 51, N, carries 1.00; number 52, O, carries -0.65; number 53, O, carries -0.55; number 54, H, carries 0.51; number 55, H, carries 0.84; number 56, C, carries -0.73; number 57, C, carries 0.32; number 58, O, carries -0.66; number 59, N, carries -0.24; number 60, H, carries 0.22; number 61, H, carries 0.30; number 62, H, carries 0.31; number 63, H, carries 0.40; number 64, H, carries 0.48; number 65, H, carries 0.30; number 66, H, carries 0.36; number 67, H, carries 0.38

# 3
The following is a DFT calculation (ωB97M-V/def2-TZVPD) of 2 unconnected molecules or ions with the total composition C27H30NO3P in a non-equilibrium geometry.

Geometry as XYZ:
```
62
Properties=species:S:1:pos:R:3
C 1.38 -4.81 -0.28
N 0.95 -3.72 0.59
C 1.77 -3.45 1.76
C -0.11 -2.97 0.26
C -0.54 -1.88 1.00
C -1.74 -1.20 0.71
C -1.82 0.14 1.31
C -2.23 1.27 0.57
C -2.40 2.52 1.18
C -2.22 2.67 2.56
C -1.84 1.56 3.32
C -1.62 0.32 2.70
H 2.29 -5.23 0.15
H 0.60 -5.58 -0.35
H 1.55 -4.41 -1.29
H 2.56 -4.21 1.74
H 2.20 -2.44 1.71
H 1.20 -3.55 2.69
H -0.67 -3.30 -0.62
H -0.07 -1.69 1.97
H -2.29 -1.44 -0.21
H -2.42 1.13 -0.50
H -2.68 3.39 0.56
H -2.41 3.64 3.05
H -1.65 1.68 4.40
H -1.26 -0.50 3.31
C -1.71 -6.62 1.63
C -2.82 -5.86 0.94
O -2.70 -4.47 1.29
C -3.64 -3.71 0.68
C -3.56 -2.27 1.09
P -5.17 -1.54 0.71
C -6.73 -2.54 0.65
C -6.99 -3.65 1.46
C -8.21 -4.32 1.37
C -9.22 -3.91 0.49
C -8.97 -2.79 -0.31
C -7.75 -2.11 -0.22
C -5.52 -0.41 2.16
C -6.03 -0.87 3.39
C -6.29 0.06 4.40
C -6.10 1.43 4.18
C -5.65 1.89 2.94
C -5.42 0.97 1.93
O -5.13 -0.76 -0.58
O -4.40 -4.21 -0.16
H -1.79 -7.69 1.38
H -0.73 -6.28 1.28
H -1.81 -6.53 2.72
H -2.76 -6.01 -0.14
H -3.78 -6.29 1.24
H -3.36 -2.26 2.21
H -6.27 -3.98 2.21
H -8.37 -5.16 2.04
H -10.18 -4.43 0.45
H -9.73 -2.42 -0.99
H -7.61 -1.22 -0.83
H -6.25 -1.93 3.54
H -6.67 -0.30 5.35
H -6.29 2.15 4.97
H -5.48 2.94 2.75
H -5.17 1.32 0.92
```

The multiplicity is 1. For the HOMO energy, the calculation gives -7.677 eV. The value obtained for the energy above the lowest of the compared OMol25 structures with the same formula, charge and spin is 0.539 eV. Its charge is 0.

And the Mulliken charges, in e, turn out to be: number 1, C, carries -0.82; number 2, N, carries 0.20; number 3, C, carries -0.92; number 4, C, carries -0.53; number 5, C, carries -0.19; number 6, C, carries -0.62; number 7, C, carries 0.57; number 8, C, carries 0.10; number 9, C, carries -0.74; number 10, C, carries -0.34; number 11, C, carries -0.85; number 12, C, carries -0.33; number 13, H, carries 0.23; number 14, H, carries 0.31; number 15, H, carries 0.33; number 16, H, carries 0.28; number 17, H, carries 0.35; number 18, H, carries 0.31; number 19, H, carries 0.44; number 20, H, carries 0.30; number 21, H, carries 0.76; number 22, H, carries 0.37; number 23, H, carries 0.34; number 24, H, carries 0.42; number 25, H, carries 0.34; number 26, H, carries 0.28; number 27, C, carries -1.08; number 28, C, carries -0.31; number 29, O, carries -0.14; number 30, C, carries 0.26; number 31, C, carries -0.10; number 32, P, carries 1.13; number 33, C, carries 0.37; number 34, C, carries -0.10; number 35, C, carries -0.79; number 36, C, carries -0.46; number 37, C, carries -0.51; number 38, C, carries -0.71; number 39, C, carries 0.29; number 40, C, carries -0.28; number 41, C, carries -0.55; number 42, C, carries -0.61; number 43, C, carries -0.53; number 44, C, carries -0.40; number 45, O, carries -0.89; number 46, O, carries -0.64; number 47, H, carries 0.41; number 48, H, carries 0.13; number 49, H, carries 0.30; number 50, H, carries 0.32; number 51, H, carries 0.35; number 52, H, carries 0.26; number 53, H, carries 0.32; number 54, H, carries 0.36; number 55, H, carries 0.37; number 56, H, carries 0.38; number 57, H, carries 0.37; number 58, H, carries 0.23; number 59, H, carries 0.41; number 60, H, carries 0.38; number 61, H, carries 0.44; number 62, H, carries 0.44